A molecular structure, C37H46Cl2MoN2OS4Si4 at a distorted geometry, computed with the ωB97M-V functional and the def2-TZVPD basis.

- ⟨S²⟩ = 2.107
- calculated total energy (eV) = -145894.9312
- F_max (Eh/bohr) = 0.0505
- 2S+1 = 3
- highest occupied orbital energy (spin up / spin down) (eV) = -6.1 / -7.1
- ΔE to the lowest compared entry with this formula, charge and spin (eV) = 1.160
- LUMO level (spin up / spin down) (eV) = -1.61 / -1.42

Geometry as XYZ:
```
97
Properties=species:S:1:pos:R:3:forces:R:3:mulliken_charge:R:1
Mo -1.05637 0.16754 0.69302 -2.3 -0.1 1.3 0.5481
S 0.46953 -0.94026 -1.89578 -0.2 0.8 0.1 0.7197
C 0.95253 -2.62596 -2.17098 0.1 -0.1 0.4 -0.2044
C 1.04493 -3.12876 -3.45898 0.0 0.1 0.0 -0.6470
C 1.38863 -4.44766 -3.68698 0.0 0.0 -0.1 -1.0530
C 1.67063 -5.27836 -2.61708 0.0 0.0 -0.1 -0.9262
C 1.60913 -4.78096 -1.32968 -0.1 0.0 -0.1 -0.2728
C 1.22583 -3.46746 -1.08278 0.1 0.0 0.3 -0.2540
S 1.18663 -2.83416 0.56512 0.0 -0.2 0.1 0.4591
C 0.86773 -4.33186 1.57642 0.2 0.2 -0.5 -0.9319
C 0.13483 -3.93636 2.82012 0.0 0.0 0.4 0.3142
C 0.34553 -4.57406 4.03862 0.0 0.1 0.0 -1.2042
C -0.43547 -4.18806 5.11702 0.0 0.0 0.0 -0.3591
C -1.39127 -3.20056 4.94762 0.0 0.0 -0.1 -1.1335
C -1.52187 -2.61866 3.69022 -0.1 -0.3 0.4 0.2896
C -2.48267 -1.52756 3.37712 0.1 0.4 -0.2 -0.0798
S -1.50057 -0.02396 3.04512 0.3 -0.3 -0.6 -0.3903
C -2.80647 1.48664 0.34402 0.3 0.1 0.5 1.7265
C -3.12527 2.29554 -0.80788 -0.1 0.0 -1.0 -0.8050
C -3.42937 1.87944 -2.06788 0.1 0.7 0.7 -1.1240
C -3.33657 0.56624 -2.59958 0.3 -0.9 0.0 -0.6796
C -2.88157 -0.53996 -1.95718 0.0 0.7 -1.0 -0.8164
C -2.58577 -0.62216 -0.55738 0.1 -1.4 0.5 0.1581
S -2.01387 -2.11696 0.13532 0.2 0.8 0.0 -0.2182
N -0.76087 -2.98216 2.67112 0.1 -0.2 -0.1 0.1654
H 0.84963 -2.47626 -4.29258 -0.1 0.0 -0.2 0.2824
H 1.43503 -4.81116 -4.70158 0.0 -0.1 -0.1 0.4327
H 1.95483 -6.30636 -2.78448 0.0 -0.1 0.0 0.4110
H 1.88703 -5.41746 -0.50428 0.0 -0.1 0.1 0.4926
H 1.80893 -4.82906 1.81262 -0.1 -0.1 -0.1 0.4352
H 0.22023 -4.98766 0.99202 0.1 -0.1 -0.1 0.4920
H 1.09863 -5.34066 4.13602 0.1 -0.1 0.0 0.4573
H -0.30107 -4.65006 6.08432 0.0 -0.1 0.1 0.4304
H -2.01737 -2.87396 5.76472 0.0 0.0 0.1 0.4365
H -3.17137 -1.30136 4.18932 0.1 -0.1 0.1 0.6116
H -3.03137 -1.76526 2.46372 0.0 0.0 0.2 -0.1725
H -3.14977 3.36404 -0.61918 0.0 0.0 0.0 0.4267
H -3.70777 2.64854 -2.77678 0.0 0.1 0.0 0.3971
H -3.57417 0.46584 -3.65088 0.0 -0.1 -0.1 0.3874
H -2.72127 -1.45956 -2.51148 0.0 0.1 0.0 0.5123
Cl -0.14547 4.07924 3.85182 0.2 0.1 0.1 -0.2574
C -1.65057 3.55474 3.20252 -0.1 -0.2 -0.4 0.5383
C -2.83827 3.98674 3.77332 0.0 -0.1 -0.1 -0.6521
C -4.04347 3.50564 3.30842 0.2 -0.1 -0.2 0.5438
Cl -5.47767 4.02664 4.12562 -0.3 0.1 0.2 -0.2829
C -4.11737 2.58784 2.23502 0.6 0.4 0.1 0.6771
C -5.35097 1.95274 1.89812 -0.3 0.1 0.1 -1.2250
C -5.53787 0.71954 1.31112 0.1 0.0 -0.2 -1.2372
C -4.62447 -0.12676 0.69672 -0.9 -0.5 0.4 0.3215
N -3.36247 0.17054 0.35202 0.5 0.4 -0.2 0.9254
C -2.90227 2.25344 1.62772 0.2 0.3 0.2 -0.6517
C -1.65107 2.65094 2.12892 -0.9 0.7 0.6 -0.8548
O -0.56017 2.12614 1.63572 0.6 -1.0 -0.7 0.1170
H -2.81807 4.67144 4.60782 0.0 0.0 0.0 0.4695
H -6.23247 2.42694 2.30642 -0.1 -0.1 0.0 0.4214
H -6.54787 0.33024 1.34652 0.0 0.0 0.0 0.3849
H -4.94027 -1.12956 0.42922 0.1 0.0 0.0 0.5118
C -0.08017 1.88864 -3.10658 0.3 -0.5 -0.2 -0.4222
Si 0.66433 0.26454 -3.74508 0.2 0.2 0.1 0.2811
C 2.54413 0.34294 -4.03088 -0.8 0.0 -0.1 -0.6988
C -0.37277 -0.40496 -5.20038 0.5 0.1 0.5 -1.3800
Si 1.36843 0.70824 0.40302 1.3 0.4 -1.1 -0.3861
Si 3.66953 -0.20756 0.20982 1.2 -0.4 0.1 1.3306
C 4.96993 0.97314 -0.58078 -0.8 0.0 0.4 -1.5006
C 3.97863 -1.75176 -0.89528 -0.5 0.3 0.4 -0.7512
C 4.29483 -0.55406 1.98722 -0.5 0.2 -0.5 -1.3077
Si 1.69463 3.13224 0.00652 0.3 1.0 -0.2 0.9811
C 0.27553 4.42124 -0.18258 0.1 -0.8 0.1 -0.7151
C 2.64143 3.52414 1.62262 -0.3 -0.4 -0.4 -1.2346
C 2.85183 3.61324 -1.46198 -0.2 -0.5 0.5 -1.1615
H -0.94997 2.18214 -3.68488 -0.2 -0.1 -0.1 0.5396
H 0.63213 2.70374 -3.16118 0.2 0.1 0.0 0.4352
H -0.39627 1.79044 -2.06568 -0.1 0.1 0.0 -0.6374
H 2.79773 0.95354 -4.89098 0.0 0.2 -0.2 0.4945
H 2.96653 -0.64466 -4.19528 0.0 -0.2 0.0 0.3095
H 3.02743 0.76864 -3.15368 0.0 0.1 0.1 -0.2360
H -0.72107 0.42074 -5.81318 0.0 0.3 0.0 0.4879
H -1.24957 -0.93546 -4.84028 -0.1 -0.1 0.1 0.3473
H 0.17913 -1.07326 -5.85528 0.1 -0.1 0.0 0.4652
H 4.76533 1.14564 -1.63298 -0.1 0.1 -0.2 0.4057
H 5.95953 0.52874 -0.52258 0.1 -0.3 0.1 0.4515
H 5.02083 1.93204 -0.08118 0.0 0.3 0.1 0.3760
H 3.42573 -1.66976 -1.82458 -0.1 0.0 -0.3 -0.0054
H 3.66583 -2.67256 -0.42108 0.0 -0.1 0.1 0.2817
H 5.02833 -1.85786 -1.15528 0.2 0.3 0.1 0.5144
H 4.31583 0.35864 2.57502 0.0 0.2 0.1 0.3573
H 5.30353 -0.95446 1.97562 0.2 -0.1 -0.2 0.3636
H 3.66183 -1.26506 2.50802 -0.2 -0.1 0.1 0.2998
H -0.69967 3.96614 -0.04898 -0.2 0.0 0.0 -0.2293
H 0.28423 4.91974 -1.14958 0.2 -0.1 -0.2 0.4738
H 0.36813 5.18844 0.58272 0.1 0.0 0.2 0.4390
H 2.06923 3.17584 2.47632 -0.1 0.0 0.2 0.2090
H 2.79753 4.59174 1.75042 -0.1 0.2 -0.1 0.4260
H 3.61553 3.04574 1.65582 0.2 -0.1 -0.1 0.3041
H 2.45243 3.32434 -2.42758 -0.1 -0.1 -0.2 0.2411
H 3.82783 3.16264 -1.36698 0.3 -0.1 0.0 0.3465
H 3.00393 4.68864 -1.48608 -0.2 0.2 0.2 0.4410
```
Forces are in eV/Å.